6 unconnected molecules or ions with the total composition C31H47F5INO13 in a non-equilibrium geometry, computed with the ωB97M-V functional and the def2-TZVPD basis.

Total energy in eV: -82705.566
Structure (SMILES): CCN[C@@](CCO)(CCCI)OC(=O)C(F)(F)C(F)(F)F.O=C1CCCO1.O=C1CCCO1.O=C1CCCO1.O=C1CCCO1.O=C1CCCO1
Charge: 0
Relative energy (zero: lowest compared OMol25 entry of this formula, charge and spin) in kcal per mole: 21.2
Kohn-Sham gap in eV: 9.426

Each line ends with the Mulliken charge.
Cartesian coordinates (Å):
C  3.77  -0.61  2.17  -0.957
C  2.40  -0.52  2.90  -0.358
N  1.26  -0.36  2.01  -0.180
C  0.99  0.99  1.55  0.831
C  1.78  1.28  0.26  -0.105
C  1.53  0.30  -0.90  -1.232
O  2.25  -0.92  -0.81  -0.512
C  -0.54  0.98  1.14  -1.447
C  -1.42  1.40  2.34  -0.353
C  -2.89  0.98  2.06  -1.266
I  -3.87  2.51  0.90  -0.068
O  1.09  2.01  2.59  -0.402
C  2.15  2.85  2.51  0.135
O  3.15  2.63  3.05  -0.442
C  2.08  4.21  1.74  0.982
F  0.88  4.44  1.20  -0.246
F  2.99  4.12  0.75  -0.298
C  2.49  5.43  2.61  0.556
F  1.67  5.50  3.64  -0.234
F  2.37  6.51  1.87  -0.261
F  3.73  5.38  3.01  -0.235
H  3.70  -1.14  1.22  0.124
H  4.44  -1.16  2.85  0.459
H  4.23  0.38  2.01  0.159
H  2.46  0.19  3.74  0.221
H  2.29  -1.52  3.36  0.579
H  0.43  -0.82  2.35  0.379
H  1.46  2.28  -0.09  0.368
H  2.88  1.31  0.40  0.370
H  1.89  0.81  -1.81  0.515
H  0.47  0.07  -1.09  -0.003
H  2.93  -0.94  -1.50  0.300
H  -0.78  -0.04  0.82  0.509
H  -0.71  1.72  0.34  0.352
H  -1.38  2.48  2.50  0.323
H  -1.10  0.94  3.29  0.396
H  -2.89  0.05  1.47  0.555
H  -3.44  0.75  2.98  0.488
O  2.83  -1.22  -4.64  -0.624
C  1.64  -1.36  -4.58  0.295
C  0.74  -1.83  -5.69  0.026
C  -0.64  -1.44  -5.18  -0.702
C  -0.45  -1.53  -3.67  -0.466
O  0.93  -1.17  -3.44  -0.082
H  0.84  -2.90  -5.81  -0.082
H  0.98  -1.32  -6.62  0.356
H  -1.45  -2.08  -5.54  0.386
H  -0.87  -0.41  -5.46  0.296
H  -0.61  -2.54  -3.29  0.288
H  -1.10  -0.85  -3.13  0.327
O  -2.11  4.35  3.46  -0.496
C  -3.09  4.85  3.93  0.459
C  -3.30  6.32  4.24  -0.572
C  -4.53  6.28  5.15  -0.195
C  -5.25  5.04  4.66  -0.554
O  -4.22  4.15  4.22  -0.293
H  -3.50  6.85  3.31  0.296
H  -2.44  6.74  4.74  0.324
H  -5.14  7.18  5.10  0.421
H  -4.21  6.14  6.18  0.044
H  -5.91  5.25  3.82  0.285
H  -5.83  4.57  5.45  0.326
O  2.63  -3.90  -6.71  -0.557
C  3.03  -4.53  -5.78  0.558
C  3.81  -4.01  -4.59  -0.158
C  4.38  -5.28  -3.98  -0.574
C  3.33  -6.31  -4.36  -0.524
O  2.81  -5.87  -5.63  -0.408
H  3.13  -3.50  -3.92  0.011
H  4.60  -3.33  -4.92  0.352
H  4.55  -5.22  -2.91  0.355
H  5.33  -5.53  -4.46  0.279
H  2.51  -6.35  -3.64  0.268
H  3.75  -7.31  -4.47  0.339
O  -5.09  5.41  7.82  -0.597
C  -4.63  4.48  8.43  0.537
C  -3.25  3.89  8.27  -0.063
C  -3.38  2.56  8.99  -0.599
C  -4.44  2.86  10.03  -0.475
O  -5.30  3.85  9.42  -0.378
H  -2.52  4.55  8.76  0.303
H  -3.00  3.76  7.22  0.008
H  -2.45  2.19  9.43  0.341
H  -3.75  1.80  8.30  0.262
H  -4.02  3.29  10.95  0.262
H  -5.03  1.99  10.30  0.334
O  -2.02  -6.20  -9.74  -0.595
C  -0.90  -6.43  -9.40  0.444
C  -0.03  -7.59  -9.85  -0.366
C  1.09  -7.58  -8.82  -0.585
C  1.16  -6.11  -8.44  0.282
O  -0.20  -5.62  -8.56  -0.328
H  0.33  -7.39  -10.86  0.236
H  -0.60  -8.52  -9.83  0.305
H  2.03  -7.97  -9.19  0.360
H  0.79  -8.17  -7.95  0.286
H  1.80  -5.53  -9.11  0.203
H  1.50  -5.96  -7.42  -0.182

A molecular structure, C31H47LaNO3P2S in a non-equilibrium geometry, computed with the ωB97M-V functional and the def2-TZVPD basis.

Total energy in eV: -70803.109
Charge: +1
Relative energy (zero: lowest compared OMol25 entry of this formula, charge and spin) in kcal per mole: 105.5
Kohn-Sham gap (spin up / spin down) in eV: 7.182 / 5.767

Each line ends with the Mulliken charge.
Cartesian coordinates (Å):
La  -0.69  0.44  -1.69  1.065
C  -0.91  -2.01  1.01  0.925
C  0.42  -2.00  0.52  -0.335
C  0.34  -0.60  2.34  0.583
C  -0.96  -1.14  2.14  0.696
C  1.19  -1.12  1.33  0.732
C  -2.04  -2.79  0.49  -1.504
H  -1.92  -3.04  -0.57  0.214
H  -2.98  -2.22  0.59  0.370
H  -2.17  -3.74  1.04  0.335
C  -2.12  -0.91  3.01  -1.486
H  -3.05  -1.09  2.47  0.318
H  -2.11  0.12  3.39  0.355
H  -2.10  -1.59  3.88  0.332
C  0.73  0.30  3.44  -1.432
H  0.74  -0.24  4.40  0.364
H  0.01  1.13  3.53  0.223
H  1.73  0.72  3.27  0.373
C  2.63  -0.82  1.18  -1.556
H  3.23  -1.37  1.93  0.343
H  2.81  0.25  1.33  0.328
H  3.00  -1.11  0.19  0.323
C  0.96  -2.82  -0.60  -1.129
H  1.49  -3.71  -0.21  0.345
H  1.68  -2.25  -1.21  0.252
H  0.16  -3.18  -1.27  0.297
C  -1.93  1.42  -5.34  -1.014
C  -2.18  0.00  -5.52  0.626
C  -1.21  -0.75  -6.50  -1.455
C  0.29  -0.50  -6.32  -1.309
C  0.81  0.14  -5.06  -0.171
C  1.10  1.46  -5.11  -0.126
C  0.35  2.49  -5.92  -1.015
C  -1.11  2.13  -6.32  -1.352
H  -1.50  -0.47  -7.53  0.568
H  0.59  0.08  -7.20  0.466
H  -1.39  -1.83  -6.39  0.343
H  -1.12  1.62  -7.30  0.345
H  -2.76  1.98  -4.91  0.716
H  -3.15  -0.05  -6.06  0.679
H  -1.62  3.09  -6.48  0.462
H  0.34  3.45  -5.37  0.208
H  2.01  1.89  -4.66  0.670
H  0.92  2.69  -6.85  0.609
H  0.82  -1.44  -6.45  0.449
H  1.26  -0.53  -4.29  0.550
P  -2.51  -0.63  -3.84  0.336
P  2.22  1.71  -1.95  1.004
C  -0.53  2.24  -3.04  -0.019
C  0.70  2.94  -2.65  -1.626
H  -1.45  2.74  -3.33  0.778
H  -0.43  1.26  -3.62  -0.745
H  1.23  3.53  -3.41  0.637
H  0.53  3.57  -1.76  0.587
C  3.09  3.16  -1.31  -1.556
H  3.52  2.87  -0.34  0.358
H  2.42  4.00  -1.14  0.429
H  3.87  3.43  -2.03  0.452
C  3.58  1.16  -3.06  -1.584
H  4.06  2.01  -3.57  0.505
H  3.28  0.42  -3.82  0.377
H  4.33  0.66  -2.42  0.428
C  -4.25  -0.19  -3.64  -1.141
H  -4.81  -1.13  -3.70  0.388
H  -4.62  0.57  -4.35  0.442
H  -4.29  0.27  -2.62  0.264
C  -1.80  -2.29  -3.85  -1.207
H  -1.88  -2.68  -2.82  0.206
H  -0.73  -2.40  -4.12  0.321
H  -2.36  -2.96  -4.52  0.539
O  -2.38  1.10  -0.05  -1.088
C  -1.73  2.00  0.61  1.096
N  -0.45  2.24  0.29  -0.047
S  0.26  3.51  1.19  0.945
O  1.36  2.97  1.97  -0.604
O  0.48  4.67  0.35  -0.696
C  -1.19  3.67  2.18  0.324
C  -1.39  4.54  3.25  -0.780
C  -2.62  4.49  3.92  -0.566
C  -3.60  3.56  3.55  -0.654
C  -3.39  2.71  2.46  -0.323
C  -2.18  2.79  1.76  -0.211
H  -0.59  5.23  3.50  0.490
H  -2.78  5.16  4.76  0.417
H  -4.53  3.53  4.12  0.420
H  -4.14  1.99  2.16  0.523